<one>
ORCA calculation (ωB97M-V with the def2-TZVPD basis set) on 5 unconnected molecules or ions with the total composition H10O5.

Its highest occupied orbital energy is -10.6 eV. The calculation puts the orbital gap at 0.4005 hartree. The spin multiplicity is 1. The structure (SMILES) is O.O.O.O.O.

Last column: natural (NBO) charge in e.
CARTESIAN COORDINATES (ANGSTROEM)
1 O 2.4013 -1.3316 -1.0515  -0.95
2 H 1.7668 -0.7630 -0.5894  0.49
3 H 2.3240 -1.0712 -1.9737  0.46
4 O -0.7537 -2.7543 1.4127  -0.95
5 H -1.2903 -3.1977 2.0778  0.46
6 H -0.6127 -1.8631 1.7641  0.48
7 O 0.2489 0.6851 -0.4106  -0.98
8 H -0.3362 0.5093 0.3375  0.48
9 H -0.2061 1.3608 -0.9337  0.50
10 O -1.2609 2.3253 -2.5217  -0.95
11 H -0.7580 2.0876 -3.3102  0.48
12 H -1.6435 3.1876 -2.7198  0.48
13 O -0.1765 -0.0495 2.5973  -0.96
14 H 0.7869 0.0145 2.6519  0.49
15 H -0.4903 0.8602 2.6692  0.48

***

<two>
ORCA calculation (ωB97M-V with the def2-TZVPD basis set) on 5 unconnected molecules or ions with the total composition H10O5.

Its highest occupied orbital energy is -10.8 eV. The calculation puts the orbital gap at 0.4127 hartree. The spin multiplicity is 1. The structure (SMILES) is O.O.O.O.O.

Last column: natural (NBO) charge in e.
CARTESIAN COORDINATES (ANGSTROEM)
1 O -2.4623 -2.4212 -1.2036  -0.96
2 O -0.8640 -0.0354 -0.5284  -0.98
3 O 0.6589 1.6184 3.3875  -0.94
4 O 1.2121 1.9435 -1.4173  -0.98
5 O 1.2053 -1.9976 -0.3317  -0.96
6 H -1.8434 -2.9986 -0.7376  0.47
7 H -0.6384 0.5890 -1.2225  0.50
8 H 0.3134 1.4265 4.2619  0.47
9 H 1.7454 1.2004 -1.7114  0.49
10 H 1.2368 -2.0566 -1.3161  0.46
11 H -2.3680 -1.5547 -0.7660  0.49
12 H -0.6904 0.4271 0.3146  0.49
13 H 0.7904 2.5545 3.3277  0.47
14 H 1.2964 2.7561 -1.8903  0.49
15 H 0.4077 -1.4516 -0.1669  0.49

***

The computed energies, referenced to the most stable structure and given in kJ/mol, are <one> 0.0; <two> 18.8.